Entry from OMol25: a cluster of 3 separate species, C5H13NO3 in total in a non-equilibrium geometry (the ωB97M-V functional and the def2-TZVPD basis).

Each line ends with the Löwdin charge.
Geometry (Å):
C -1.147 0.452 -0.077  -0.365
C 0.461 -1.285 0.787  -0.174
C -1.903 -0.461 -1.025  -0.102
C 1.228 -1.712 -0.412  -0.030
N 1.025 -0.571 1.726  0.154
O -1.606 0.375 1.281  -0.113
H -2.510 0.707 1.337  0.089
H -1.300 1.486 -0.425  0.104
H -0.479 -1.772 1.017  0.130
H 1.603 0.299 1.336  0.164
H 0.443 -0.336 2.522  0.122
H -2.966 -0.202 -1.073  0.072
H -1.499 -0.366 -2.035  0.080
H -1.855 -1.510 -0.723  0.059
H 1.692 -2.679 -0.192  0.101
H 2.000 -0.993 -0.673  0.087
H 0.562 -1.856 -1.260  0.083
C 1.538 2.475 -0.475  -0.502
O 1.445 1.227 -0.098  -0.188
O 2.566 3.066 -0.709  0.013
H 0.149 0.701 -0.152  0.095
H 0.553 2.955 -0.677  0.121

The calculated total energy is -478.68612 hartree. The energy above the lowest of the compared OMol25 structures with the same formula, charge and spin comes out at 81.1 kcal/mol. For the max |F|, the calculation gives 2.05 eV Å⁻¹. The highest occupied orbital energy is -8.6091 eV.

Entry from OMol25: an isolated molecule of C3H6N2OS in a non-equilibrium geometry (the ωB97M-V functional and the def2-TZVPD basis).

Each line ends with the Löwdin charge.
Geometry (Å):
C -0.430 0.856 1.486  -0.058
N -1.186 -0.111 1.196  -0.007
N -0.668 -0.892 0.118  -0.219
C 0.642 -0.771 -0.292  -0.261
C 0.886 0.450 -1.237  -0.663
O 2.050 0.813 -1.420  -0.002
S -0.728 1.164 -2.014  0.670
H -0.684 1.471 2.313  0.067
H 0.536 1.002 0.965  0.062
H -1.152 -1.870 0.062  0.188
H 1.276 -0.569 0.685  0.156
H 0.834 -1.755 -0.777  0.146
H -1.376 0.213 -1.087  -0.078

The calculated total energy is -700.75538 hartree. The energy above the lowest of the compared OMol25 structures with the same formula, charge and spin comes out at 84.0 kcal/mol. For the max |F|, the calculation gives 5.15 eV Å⁻¹. The highest occupied orbital energy is -9.3488 eV.

Entry from OMol25: a cluster of 2 separate species, C4H9NOS in total in a non-equilibrium geometry (the ωB97M-V functional and the def2-TZVPD basis).

Each line ends with the Löwdin charge.
Geometry (Å):
C -1.340 0.557 -0.360  -0.526
C -1.594 0.398 1.059  -0.083
C -1.554 -0.539 -1.348  -0.052
C 3.511 -0.445 0.828  -0.341
N -0.571 1.520 -0.664  0.078
O 1.081 -0.665 0.081  -0.548
S 2.287 0.145 0.010  0.880
H -2.641 0.416 1.330  0.074
H -1.112 -0.455 1.481  0.063
H -1.191 1.216 1.726  0.101
H -0.548 -0.660 -1.795  0.077
H -2.264 -0.312 -2.103  0.069
H -1.737 -1.511 -1.088  0.044
H 4.317 0.168 1.153  -0.002
H 3.585 -1.430 1.397  0.065
H -0.229 1.597 -1.709  0.100

The calculated total energy is -685.88667 hartree. The energy above the lowest of the compared OMol25 structures with the same formula, charge and spin comes out at 83.0 kcal/mol. For the max |F|, the calculation gives 3.22 eV Å⁻¹. The highest occupied orbital energy is -9.2684 eV.

Entry from OMol25: a cluster of 2 separate species, C18H18O2 in total in a non-equilibrium geometry (the ωB97M-V functional and the def2-TZVPD basis).

Each line ends with the Löwdin charge.
Geometry (Å):
C -5.060 1.966 -0.854  -0.080
O -3.954 2.896 -0.902  -0.117
C -2.694 2.399 -0.871  -0.301
C -1.618 3.326 -0.794  -0.040
C -0.329 2.888 -0.701  -0.033
C -0.013 1.467 -0.630  -0.382
O 1.129 1.002 -0.320  -0.059
C -1.126 0.566 -0.895  -0.034
C -2.417 1.002 -0.927  -0.055
H -5.950 2.595 -0.830  0.085
H -5.077 1.321 -1.743  0.086
H -5.016 1.344 0.052  0.091
H -1.850 4.399 -0.819  0.116
H 0.527 3.567 -0.636  0.103
H -0.904 -0.502 -0.954  0.089
H -3.230 0.262 -0.997  0.100
C 3.370 -0.332 0.047  -0.108
C 4.231 -0.766 -1.202  -0.158
C 3.328 -1.696 -1.947  0.004
C 2.097 -1.824 -1.314  -0.010
C 1.986 -0.937 -0.186  -0.135
C 1.123 -1.348 0.905  -0.191
C 0.086 -2.303 0.724  -0.035
C -0.838 -2.580 1.736  -0.069
C -0.715 -1.956 2.986  -0.068
C 0.347 -1.071 3.217  -0.064
C 1.251 -0.776 2.196  -0.004
H 3.790 -0.865 0.945  0.138
H 3.443 0.772 0.206  0.133
H 4.515 0.134 -1.776  0.123
H 5.162 -1.255 -0.880  0.118
H 3.653 -2.250 -2.826  0.113
H 1.327 -2.534 -1.631  0.111
H -0.003 -2.856 -0.227  0.106
H -1.658 -3.258 1.532  0.102
H -1.452 -2.138 3.768  0.105
H 0.459 -0.577 4.173  0.103
H 2.079 -0.083 2.378  0.119

The calculated total energy is -847.05016 hartree. The energy above the lowest of the compared OMol25 structures with the same formula, charge and spin comes out at 67.5 kcal/mol. For the max |F|, the calculation gives 4.18 eV Å⁻¹. The highest occupied orbital energy is -6.0934 eV.